{"formula": "C22H27N3O2", "method": "the ωB97M-V functional and the def2-TZVPD basis", "species": ["C", "C", "C", "C", "C", "C", "N", "C", "C", "C", "C", "C", "C", "C", "O", "N", "C", "C", "C", "N", "C", "C", "O", "C", "C", "C", "C", "H", "H", "H", "H", "H", "H", "H", "H", "H", "H", "H", "H", "H", "H", "H", "H", "H", "H", "H", "H", "H", "H", "H", "H", "H", "H", "H"], "positions_angstrom": [[4.2248, 1.5899, -0.6249], [2.8420, 1.1477, -0.9943], [2.5991, 0.4569, -2.1734], [1.3135, 0.0832, -2.5204], [0.2408, 0.3709, -1.6867], [-1.1740, 0.0264, -2.1311], [-1.9258, 1.2289, -2.4402], [-2.5047, 1.9236, -1.4052], [-2.7869, 3.2848, -1.4928], [-3.4199, 3.9296, -0.4476], [-3.7833, 3.2350, 0.6974], [-3.5231, 1.8808, 0.7846], [-2.8877, 1.2175, -0.2571], [-2.6811, -0.2430, -0.1893], [-3.2119, -0.9412, 0.6599], [-1.9028, -0.7750, -1.1729], [-1.7550, -2.2123, -1.2690], [-0.4627, -2.7387, -0.6376], [-0.4989, -2.6685, 0.8975], [0.5466, -1.8046, 1.4175], [0.2463, -1.3297, 2.7573], [1.3389, -0.3603, 3.2034], [2.6128, -0.9632, 3.1802], [2.9016, -1.4564, 1.8930], [1.8449, -2.4545, 1.4242], [0.4811, 1.0432, -0.4946], [1.7639, 1.4353, -0.1642], [4.4178, 1.4150, 0.4319], [4.3363, 2.6585, -0.8108], [4.9726, 1.0620, -1.2115], [3.4212, 0.2158, -2.8320], [1.1430, -0.4423, -3.4506], [-1.1073, -0.5578, -3.0635], [-1.5196, 1.7913, -3.1743], [-2.5034, 3.8288, -2.3828], [-3.6274, 4.9869, -0.5245], [-4.2730, 3.7484, 1.5103], [-3.8090, 1.3066, 1.6529], [-1.7891, -2.4881, -2.3290], [-2.6164, -2.6544, -0.7623], [-0.3178, -3.7679, -0.9693], [0.3766, -2.1427, -0.9983], [-0.4238, -3.6821, 1.3278], [-1.4560, -2.2501, 1.2097], [-0.7153, -0.8132, 2.7397], [0.1878, -2.1646, 3.4791], [1.1730, -0.0379, 4.2330], [1.3311, 0.5143, 2.5377], [3.8820, -1.9318, 1.9611], [2.9420, -0.6255, 1.1740], [2.0864, -2.7890, 0.4137], [1.8497, -3.3324, 2.0974], [-0.3357, 1.2647, 0.1744], [1.9360, 1.9813, 0.7527]], "atomic_forces_ev_per_a": [[-0.022, 0.053, -0.010], [-0.009, -0.053, -0.091], [0.125, 0.054, 0.082], [-0.270, 0.010, 0.074], [0.066, -0.070, -0.258], [0.370, 0.169, -0.161], [-0.132, -0.089, -0.411], [-0.260, -0.031, 0.294], [0.044, 0.033, -0.037], [0.065, -0.052, -0.062], [-0.078, 0.013, 0.165], [0.074, -0.014, -0.081], [-0.016, 0.303, -0.066], [-0.088, -0.025, -0.123], [-0.122, 0.004, 0.244], [-0.158, 0.018, -0.125], [0.136, -0.448, 0.071], [-0.223, -0.083, 0.065], [0.029, 0.061, -0.108], [-0.016, -0.023, 0.166], [0.258, 0.185, 0.090], [-0.373, -0.026, 0.083], [0.072, -0.058, 0.176], [0.049, -0.281, -0.310], [0.220, 0.285, 0.078], [0.074, 0.010, -0.028], [-0.084, 0.050, -0.097], [0.072, -0.006, 0.069], [0.085, 0.052, 0.015], [0.089, -0.009, -0.005], [0.103, -0.023, -0.051], [-0.035, -0.071, -0.097], [0.010, 0.103, 0.279], [0.026, -0.054, 0.128], [0.024, 0.061, -0.084], [-0.011, 0.080, -0.017], [-0.043, 0.035, 0.068], [-0.035, -0.064, 0.057], [-0.051, 0.060, 0.064], [0.075, 0.013, -0.145], [0.038, -0.018, -0.082], [0.070, -0.105, -0.024], [-0.024, 0.039, 0.029], [0.029, -0.076, 0.029], [-0.033, -0.011, 0.048], [-0.040, 0.040, -0.003], [-0.046, 0.034, -0.086], [-0.028, -0.022, 0.066], [-0.046, 0.025, -0.075], [0.042, -0.092, 0.042], [0.042, -0.042, -0.018], [-0.019, 0.007, -0.064], [-0.045, 0.023, 0.115], [0.023, 0.023, 0.123]], "homo_energy_ev": -8.11, "spin_multiplicity": 1, "smiles": "Cc1ccc([C@@H]2Nc3ccccc3C(=O)N2CCCN2CCOCC2)cc1", "lumo_energy_ev": 0.64, "e_above_lowest_kcal_mol": 35.4, "charge": 0, "total_energy_ha": -1169.29717, "largest_force_ev_per_a": 0.47}



{"formula": "C22H27N3O2", "method": "the ωB97M-V functional and the def2-TZVPD basis", "species": ["O", "C", "N", "C", "C", "C", "C", "C", "C", "C", "C", "C", "C", "C", "N", "C", "O", "N", "C", "C", "C", "C", "C", "C", "C", "C", "C", "H", "H", "H", "H", "H", "H", "H", "H", "H", "H", "H", "H", "H", "H", "H", "H", "H", "H", "H", "H", "H", "H", "H", "H", "H", "H", "H"], "positions_angstrom": [[-3.3173, -1.4981, 1.4336], [-3.1552, -1.4836, 0.2338], [-4.1083, -1.0547, -0.6294], [-5.2950, -0.3702, -0.1704], [-5.2423, 1.1329, -0.4870], [-3.9321, 1.7327, -0.0528], [-3.5592, 1.7249, 1.2861], [-2.3317, 2.2265, 1.6772], [-1.4618, 2.7538, 0.7370], [-1.8303, 2.7820, -0.5962], [-3.0557, 2.2689, -0.9867], [-1.8637, -1.9298, -0.4460], [-1.0484, -0.6724, -0.7809], [0.3181, -1.0811, -1.3345], [1.0356, -1.8884, -0.3771], [1.8536, -1.4091, 0.6218], [2.2761, -2.1391, 1.4995], [2.1765, -0.0807, 0.5766], [3.2412, 0.4406, 1.4121], [4.5265, 0.5999, 0.6421], [5.1533, -0.5248, 0.1173], [6.3159, -0.3982, -0.6200], [6.8663, 0.8542, -0.8400], [6.2481, 1.9781, -0.3208], [5.0808, 1.8513, 0.4132], [0.3317, -3.1275, -0.0985], [-1.0542, -2.8395, 0.4799], [-3.8915, -0.9896, -1.6113], [-5.3340, -0.5336, 0.9081], [-6.1809, -0.8185, -0.6315], [-5.3754, 1.2842, -1.5610], [-6.0714, 1.6223, 0.0285], [-4.2281, 1.3137, 2.0264], [-2.0510, 2.2026, 2.7195], [-0.5022, 3.1438, 1.0434], [-1.1617, 3.1981, -1.3364], [-3.3348, 2.2906, -2.0321], [-2.1032, -2.4625, -1.3740], [-0.9083, -0.0846, 0.1289], [-1.5757, -0.0502, -1.5066], [0.1781, -1.6956, -2.2326], [0.8946, -0.2035, -1.6307], [1.9717, 0.4596, -0.2464], [3.3705, -0.2826, 2.2223], [2.9216, 1.4000, 1.8311], [4.7222, -1.4984, 0.2985], [6.7975, -1.2781, -1.0210], [7.7764, 0.9532, -1.4134], [6.6742, 2.9567, -0.4886], [4.6009, 2.7319, 0.8177], [0.2502, -3.6943, -1.0319], [0.9294, -3.6944, 0.6154], [-0.9466, -2.3443, 1.4461], [-1.5905, -3.7752, 0.6415]], "atomic_forces_ev_per_a": [[0.040, 0.026, 0.461], [0.262, -0.367, -0.554], [-0.379, 0.106, -0.310], [-0.155, 0.119, 0.022], [0.033, -0.214, 0.131], [-0.081, 0.097, -0.120], [0.017, 0.036, -0.042], [0.013, -0.003, 0.095], [0.101, 0.064, -0.020], [0.092, 0.056, -0.045], [-0.051, 0.039, 0.022], [0.090, 0.119, 0.489], [0.110, -0.184, -0.290], [-0.185, 0.395, 0.085], [0.070, -0.191, -0.123], [-0.083, 0.065, -0.315], [0.163, -0.234, 0.418], [-0.097, 0.332, -0.131], [-0.008, -0.067, 0.143], [-0.027, 0.104, 0.042], [0.016, -0.002, 0.006], [-0.008, -0.088, -0.010], [0.082, 0.089, -0.042], [0.116, 0.068, -0.075], [-0.070, -0.078, 0.083], [-0.038, -0.264, 0.314], [0.029, -0.012, -0.246], [0.136, -0.088, 0.089], [-0.091, -0.003, -0.132], [0.031, 0.037, 0.135], [-0.042, 0.056, 0.015], [-0.070, 0.022, -0.082], [-0.070, -0.094, 0.097], [0.025, -0.007, 0.096], [0.076, 0.038, 0.036], [0.057, 0.040, -0.053], [-0.048, -0.014, -0.081], [-0.025, 0.027, -0.011], [-0.029, 0.087, 0.010], [0.004, 0.033, 0.037], [0.066, 0.126, 0.008], [-0.008, -0.090, -0.072], [-0.053, -0.129, 0.019], [-0.048, 0.201, -0.053], [0.099, -0.100, 0.023], [-0.051, -0.137, 0.023], [0.038, -0.073, -0.027], [0.068, 0.009, -0.043], [0.035, 0.070, -0.019], [-0.062, 0.077, 0.047], [0.031, -0.010, 0.020], [-0.093, -0.011, -0.176], [-0.016, -0.048, 0.026], [-0.016, -0.026, 0.082]], "homo_energy_ev": -8.83, "spin_multiplicity": 1, "smiles": "O=C(NCCc1ccccc1)C1CCN(C(=O)NCc2ccccc2)CC1", "lumo_energy_ev": 0.54, "e_above_lowest_kcal_mol": 5.4, "charge": 0, "total_energy_ha": -1169.34493, "largest_force_ev_per_a": 0.71}



{"formula": "C22H27N3O3S", "method": "the ωB97M-V functional and the def2-TZVPD basis", "species": ["O", "C", "C", "C", "C", "C", "N", "S", "O", "O", "C", "C", "C", "C", "C", "C", "C", "N", "C", "C", "N", "C", "C", "C", "C", "C", "C", "C", "C", "H", "H", "H", "H", "H", "H", "H", "H", "H", "H", "H", "H", "H", "H", "H", "H", "H", "H", "H", "H", "H", "H", "H", "H", "H", "H", "H"], "positions_angstrom": [[2.7856, 2.7689, 0.2865], [2.1778, 1.8836, -0.2894], [2.6914, 0.4525, -0.3140], [4.2103, 0.3918, -0.1417], [4.6525, -1.0700, -0.1446], [3.9331, -1.8458, 0.9584], [2.4933, -1.6960, 0.8858], [1.6632, -2.6832, -0.1833], [1.2879, -1.9839, -1.3879], [2.3892, -3.9101, -0.3113], [0.1769, -2.9568, 0.7761], [0.2862, -3.6319, 1.9762], [-0.8477, -3.8263, 2.7470], [-2.0713, -3.3387, 2.3120], [-2.1698, -2.6646, 1.1052], [-1.0373, -2.4744, 0.3293], [2.0449, -0.3248, 0.8436], [1.0079, 2.1271, -0.9254], [0.1065, 1.1876, -1.5529], [-1.2225, 1.1794, -0.7891], [-1.7869, 2.5115, -0.7660], [-3.1665, 2.6659, -0.6546], [-4.0117, 1.9502, -1.5092], [-5.3799, 2.1212, -1.4619], [-5.9482, 3.0166, -0.5705], [-5.1234, 3.7365, 0.2745], [-3.7518, 3.5638, 0.2405], [-0.8930, 3.4508, -0.1258], [0.4399, 3.4588, -0.8799], [2.4348, -0.0382, -1.2535], [4.6945, 0.9377, -0.9529], [4.4876, 0.8758, 0.7967], [5.7305, -1.1433, 0.0053], [4.4060, -1.5242, -1.1072], [4.1371, -2.9139, 0.8778], [4.2501, -1.4896, 1.9444], [1.2530, -3.9981, 2.2814], [-0.7794, -4.3556, 3.6852], [-2.9538, -3.4883, 2.9160], [-3.1244, -2.2892, 0.7689], [-1.0765, -1.9667, -0.6217], [0.9572, -0.3484, 0.7496], [2.3052, 0.1531, 1.7940], [0.5146, 0.1796, -1.5878], [-0.0804, 1.5273, -2.5789], [-1.9149, 0.4890, -1.2673], [-1.0401, 0.8246, 0.2418], [-3.5914, 1.2693, -2.2341], [-6.0087, 1.5576, -2.1359], [-7.0184, 3.1519, -0.5381], [-5.5497, 4.4364, 0.9788], [-3.1402, 4.1251, 0.9296], [-1.3236, 4.4511, -0.1762], [-0.7092, 3.1883, 0.9291], [1.1566, 4.1128, -0.3815], [0.2731, 3.8077, -1.9045]], "atomic_forces_ev_per_a": [[0.266, 0.094, 0.240], [0.222, -0.359, -0.123], [0.217, 0.236, 0.222], [-0.102, -0.061, -0.174], [-0.084, 0.101, 0.232], [0.574, -0.376, -0.283], [-0.484, -0.724, -0.538], [-0.233, 0.085, 0.483], [-0.111, -0.034, 0.204], [0.139, -0.049, 0.232], [0.330, 0.170, -0.372], [-0.008, -0.124, 0.132], [0.137, -0.020, -0.041], [-0.067, 0.040, -0.048], [-0.014, -0.034, 0.040], [0.037, 0.063, -0.175], [-0.363, 0.393, -0.242], [-0.347, 0.299, -0.181], [-0.237, -0.350, 0.098], [0.153, -0.136, -0.226], [0.237, 0.053, -0.091], [-0.319, 0.082, 0.021], [0.029, -0.088, 0.029], [-0.019, -0.056, 0.018], [-0.123, 0.079, 0.063], [-0.167, -0.009, -0.039], [0.235, -0.045, 0.038], [0.179, 0.115, -0.208], [0.007, 0.341, 0.344], [-0.035, 0.085, 0.092], [0.027, 0.054, 0.062], [0.029, 0.062, -0.016], [0.020, -0.048, -0.045], [0.085, -0.055, -0.055], [0.179, 0.093, 0.154], [-0.057, -0.045, -0.031], [0.096, -0.075, 0.151], [0.024, -0.043, 0.070], [-0.070, -0.007, 0.053], [-0.072, 0.036, -0.036], [-0.069, 0.083, -0.100], [-0.047, 0.233, 0.118], [-0.072, -0.018, -0.042], [0.047, 0.087, 0.020], [-0.016, -0.101, 0.044], [0.030, 0.000, 0.025], [-0.027, -0.039, -0.066], [0.059, -0.026, -0.081], [-0.037, -0.040, -0.062], [-0.089, 0.017, 0.001], [-0.026, 0.051, 0.053], [0.086, 0.032, 0.044], [0.015, -0.035, 0.053], [-0.028, 0.068, -0.008], [-0.116, -0.055, -0.104], [-0.019, 0.004, 0.053]], "homo_energy_ev": -7.99, "spin_multiplicity": 1, "smiles": "O=C([C@H]1CCCN(S(=O)(=O)c2ccccc2)C1)N1CCN(c2ccccc2)CC1", "lumo_energy_ev": 0.56, "e_above_lowest_kcal_mol": 56.6, "charge": 0, "total_energy_ha": -1642.71974, "largest_force_ev_per_a": 1.02}



{"formula": "C22H27N3O5", "method": "the ωB97M-V functional and the def2-TZVPD basis", "species": ["N", "C", "C", "C", "C", "C", "C", "C", "O", "C", "C", "C", "C", "C", "C", "O", "C", "C", "H", "H", "H", "H", "H", "H", "H", "H", "H", "H", "H", "H", "H", "C", "N", "C", "O", "C", "N", "C", "C", "O", "C", "C", "O", "H", "H", "H", "H", "H", "H", "H", "H", "H", "H", "H", "H", "H", "H"], "positions_angstrom": [[1.0991, 1.2207, -5.8748], [0.6965, 1.1762, -4.7816], [0.1721, 1.1384, -3.4041], [0.2747, 2.5240, -2.7381], [1.7045, 2.8668, -2.3815], [2.2540, 2.4358, -1.1641], [3.5748, 2.7564, -0.8307], [4.3587, 3.5095, -1.7029], [5.6427, 3.8214, -1.3610], [3.8210, 3.9410, -2.9171], [2.5007, 3.6216, -3.2565], [-1.2718, 0.6580, -3.3518], [-1.7013, -0.1022, -2.2504], [-3.0254, -0.5462, -2.1568], [-3.9407, -0.2394, -3.1643], [-5.2338, -0.6690, -3.0858], [-3.5301, 0.5160, -4.2599], [-2.2101, 0.9694, -4.3562], [0.7932, 0.4318, -2.8453], [-0.1439, 3.2893, -3.4011], [-0.3255, 2.5352, -1.8223], [1.6553, 1.8568, -0.4680], [4.0015, 2.4292, 0.1119], [6.0535, 4.3526, -2.0608], [4.4208, 4.5248, -3.6070], [2.0965, 3.9599, -4.2071], [-1.0039, -0.3511, -1.4566], [-3.3368, -1.1311, -1.2979], [-5.3692, -1.1877, -2.2779], [-4.2484, 0.7515, -5.0389], [-1.9273, 1.5628, -5.2219], [1.4945, -1.8497, 6.3146], [0.7393, -1.8840, 5.0641], [0.1445, -0.8221, 4.5062], [0.2107, 0.2985, 5.0024], [-0.5906, -0.9810, 3.1660], [0.0620, -1.8552, 2.1549], [0.3109, -3.1626, 2.2427], [1.0935, -3.7841, 1.1107], [-0.0706, -3.8544, 3.1758], [-2.0759, -1.3227, 3.4041], [-2.8858, -1.4037, 2.1091], [-2.2400, -2.5385, 4.0922], [0.9154, -1.3295, 7.0811], [2.4363, -1.3190, 6.1632], [1.7022, -2.8660, 6.6524], [0.6000, -2.7829, 4.6163], [-0.5924, 0.0233, 2.7437], [0.4198, -1.3957, 1.3338], [1.2880, -4.8298, 1.3487], [0.5142, -3.7257, 0.1915], [2.0413, -3.2631, 0.9877], [-2.5094, -0.5320, 4.0177], [-3.9397, -1.5330, 2.3575], [-2.5593, -2.2516, 1.5066], [-2.7652, -0.4805, 1.5428], [-1.5949, -3.1773, 3.7445]], "atomic_forces_ev_per_a": [[-0.740, -0.041, 2.020], [0.657, 0.058, -1.753], [-0.587, -0.023, 0.019], [0.589, 0.370, 0.203], [0.167, 0.315, -0.017], [0.618, 0.485, -0.569], [-0.189, -0.124, 0.040], [-0.293, 0.184, -0.558], [0.080, -0.009, 0.075], [-0.638, -0.283, 0.009], [0.351, -0.225, 0.617], [-0.597, -0.439, -0.248], [-0.449, 0.223, -0.612], [0.570, 0.321, -0.191], [0.337, -0.136, 0.426], [-0.036, 0.010, -0.074], [0.203, 0.151, -0.030], [-0.112, -0.413, 0.688], [-0.007, 0.065, -0.028], [0.000, -0.178, 0.044], [-0.019, -0.200, -0.186], [0.007, 0.059, -0.028], [-0.026, 0.052, -0.089], [-0.246, -0.230, 0.246], [0.035, -0.007, 0.049], [0.025, -0.048, 0.137], [0.007, -0.002, -0.059], [-0.011, 0.001, -0.010], [0.148, 0.223, -0.295], [0.071, -0.035, 0.100], [0.079, -0.131, 0.116], [-0.313, 0.457, -0.254], [0.067, -1.052, -0.207], [0.749, 0.870, 0.393], [-0.311, -0.266, -0.183], [-0.375, -0.256, -0.129], [-0.111, 0.970, 0.143], [0.270, -0.585, -0.454], [0.029, 0.039, 0.151], [-0.187, -0.479, 0.486], [-0.309, -0.684, -0.506], [0.274, 0.396, 0.108], [-0.130, 0.059, 0.524], [0.121, -0.026, -0.057], [-0.018, 0.001, 0.132], [-0.097, 0.093, -0.188], [-0.068, 0.173, 0.212], [0.216, -0.049, -0.032], [0.017, 0.081, 0.098], [-0.081, 0.166, -0.013], [0.062, 0.025, -0.144], [0.039, 0.025, -0.168], [0.207, 0.040, 0.175], [0.091, -0.023, -0.020], [0.009, -0.007, -0.042], [-0.099, 0.068, -0.236], [-0.045, -0.028, 0.166]], "homo_energy_ev": -8.75, "spin_multiplicity": 1, "smiles": "N#C[C@@H](Cc1ccc(O)cc1)c1ccc(O)cc1.CNC(=O)[C@@H](NC(C)=O)[C@@H](C)O", "lumo_energy_ev": -0.08, "e_above_lowest_kcal_mol": 65.7, "charge": 0, "total_energy_ha": -1395.03182, "largest_force_ev_per_a": 2.15}